# C5H4Li2O7

A structure of composition C5H4Li2O7 (wB97M-V/def2-TZVPD, the OMol25 dataset).

XYZ file:
```
18
Properties=species:S:1:pos:R:3:forces:R:3:lowdin_charge:R:1
O 3.9895 -2.5185 0.5038 2.4 -1.3 -1.9 -0.038
C 4.8275 -2.9904 -0.1460 -2.5 1.4 1.9 0.117
O 2.0926 1.9653 -0.7947 -0.3 -1.5 2.1 0.036
Li 2.7024 -0.9752 1.1050 -0.1 0.9 -0.1 0.756
O 3.0725 0.9277 0.9910 0.1 -0.5 0.3 -0.095
O 1.3115 0.0163 0.1239 -0.5 -0.9 0.4 -0.150
C 0.0359 0.1350 -0.4791 -0.3 0.0 -0.5 -0.158
C -0.9616 0.6903 0.5281 0.1 -0.1 0.2 -0.138
O -2.1309 1.1516 -0.1345 -0.1 0.1 -0.1 0.028
C 2.1940 1.1164 0.1143 1.0 2.0 -2.4 -0.754
H 0.0918 0.7853 -1.3610 0.1 -0.1 0.3 0.137
H -0.2570 -0.8727 -0.7958 0.0 0.2 0.0 0.130
H -0.5354 1.5654 1.0333 -0.1 -0.2 -0.2 0.143
H -1.2147 -0.0727 1.2746 0.0 0.2 -0.1 0.129
O -4.1694 0.7650 -0.8871 -0.2 -0.4 -0.3 -0.081
O -3.0508 -0.9064 0.0255 0.0 -0.8 -0.1 -0.095
C -3.1389 0.2863 -0.3546 -0.4 0.5 0.4 -0.803
Li -4.8592 -1.0686 -0.7467 0.7 0.7 0.2 0.835
```
Positions in Å, forces in eV/Å.

Summary:
Energy relative to the best compared isomer or geometry (same formula, charge and spin): 18.4 kJ/mol
Frontier orbital gap: 8.50 eV
HOMO energy: -9.14 eV
E_tot: -19995.4465 eV



# C5H4N

The ion C5H4N with charge +1 (wB97M-V/def2-TZVPD, the OMol25 dataset).

XYZ file:
```
10
Properties=species:S:1:pos:R:3:forces:R:3:lowdin_charge:R:1
C 1.1856 -0.1805 -0.1301 -0.1 1.3 0.0 -0.248
C 2.4241 -0.6329 0.0865 -0.6 0.2 -0.2 0.497
C 0.5296 1.3080 -0.0496 2.9 0.2 1.0 -0.010
C -1.1383 -0.1616 0.0786 -2.0 -1.5 0.1 -0.136
C 0.0734 -1.0044 -0.1166 0.5 1.4 0.0 0.133
N -0.6678 1.1549 0.1200 -2.2 1.1 0.8 0.075
H 1.0988 2.2601 0.1004 -0.4 -1.1 -0.6 0.165
H -1.9082 -0.1708 -0.7361 0.7 -0.6 0.0 0.182
H -1.8767 -0.5620 0.9137 1.8 1.0 -1.0 0.217
H 0.2794 -2.0109 -0.2670 -0.7 -2.1 0.0 0.125
```
Positions in Å, forces in eV/Å.

Summary:
Energy relative to the best compared isomer or geometry (same formula, charge and spin): 266.6 kJ/mol
Frontier orbital gap: 8.34 eV
Net charge: +1
HOMO energy: -16.07 eV
E_tot: -6725.5765 eV



# C5H4N2

An isolated molecule of C5H4N2 (wB97M-V/def2-TZVPD, the OMol25 dataset).

XYZ file:
```
11
Properties=species:S:1:pos:R:3:forces:R:3:lowdin_charge:R:1
C 0.6512 2.4800 -0.9745 -0.1 -0.5 0.1 0.134
C 0.4436 1.3196 -0.7229 0.2 0.5 -0.3 -0.083
C 0.2067 -0.0852 -0.4333 0.3 -0.2 -0.7 -0.439
C -0.0771 -0.3574 0.9466 -0.1 -0.3 1.8 -0.047
C -0.8967 -1.4702 1.3635 2.4 1.7 -0.4 -0.268
N -0.8021 -2.3905 0.5245 -1.5 -2.3 -0.8 0.209
N 0.2160 -1.0095 -1.3336 -0.9 0.8 0.4 0.162
H 0.8299 3.5100 -1.1950 0.0 -0.2 0.0 0.033
H 0.5029 0.1515 1.7141 -0.7 0.6 0.0 0.105
H -1.3010 -1.5538 2.3801 0.0 0.0 -0.2 0.120
H 0.2267 -0.5945 -2.2695 0.5 -0.2 0.1 0.075
```
Positions in Å, forces in eV/Å.

Summary:
Energy relative to the best compared isomer or geometry (same formula, charge and spin): 641.9 kJ/mol
Frontier orbital gap (spin up / spin down): 5.75 / 7.84 eV
HOMO energy (spin up / spin down): -8.00 / -8.85 eV
E_tot: -8222.8404 eV



# C5H4N2

An isolated molecule of C5H4N2 (wB97M-V/def2-TZVPD, the OMol25 dataset).

XYZ file:
```
11
Properties=species:S:1:pos:R:3:forces:R:3:lowdin_charge:R:1
C 2.6258 -0.3923 -0.0889 0.0 0.0 0.0 0.154
C 1.4473 -0.1380 0.0013 -0.5 0.1 0.3 -0.101
C 0.0730 0.1912 0.0791 1.2 0.0 -0.5 -0.225
C -0.9209 -0.7674 0.4369 -0.6 -0.7 0.4 -0.232
N -2.1065 -0.7895 -0.0653 0.3 0.3 0.9 0.108
N -1.4736 1.4826 -1.0033 -0.2 1.0 -0.2 0.205
C -0.3521 1.4880 -0.4638 0.0 -0.4 -0.4 -0.251
H 3.6666 -0.6183 -0.1578 -0.2 0.0 0.0 0.036
H -0.5902 -1.4495 1.2340 -0.2 0.0 -0.1 0.122
H -2.7348 -1.3317 0.5438 0.3 -0.2 -0.5 0.062
H 0.3654 2.3248 -0.5158 -0.3 -0.2 0.0 0.122
```
Positions in Å, forces in eV/Å.

Summary:
Energy relative to the best compared isomer or geometry (same formula, charge and spin): 508.5 kJ/mol
Frontier orbital gap (spin up / spin down): 8.39 / 7.18 eV
HOMO energy (spin up / spin down): -8.61 / -9.02 eV
E_tot: -8224.2228 eV



# C5H4N2

A cluster of 2 separate species, C5H4N2 in total (wB97M-V/def2-TZVPD, the OMol25 dataset).

XYZ file:
```
11
Properties=species:S:1:pos:R:3:forces:R:3:lowdin_charge:R:1
C -0.6397 2.2849 1.0948 0.4 -0.9 -0.5 0.036
C 0.1495 1.6904 0.2820 -0.3 0.4 0.4 -0.216
C 0.7448 0.5793 -0.2903 -0.1 -0.1 0.0 -0.310
C 0.1025 -0.1691 -1.3132 0.0 0.0 0.0 -0.019
C -0.3879 -1.2456 -0.6237 -0.2 0.1 0.1 -0.129
N -0.0256 -1.2049 0.7147 -0.2 0.1 -0.1 0.018
N 1.0278 -0.3246 0.7152 0.0 0.3 0.1 -0.029
H -0.9207 0.1731 1.0269 0.2 -0.1 -0.1 0.271
H -0.2057 0.1965 -2.2816 0.1 -0.1 0.1 0.116
H -1.0494 -2.0336 -0.9629 0.0 0.2 0.1 0.115
H 1.2044 0.0536 1.6383 0.0 0.1 -0.1 0.146
```
Positions in Å, forces in eV/Å.

Summary:
Energy relative to the best compared isomer or geometry (same formula, charge and spin): 809.9 kJ/mol
Frontier orbital gap: 8.67 eV
HOMO energy: -9.87 eV
E_tot: -8221.0996 eV



# C5H4N2

An isolated molecule of C5H4N2 (wB97M-V/def2-TZVPD, the OMol25 dataset).

XYZ file:
```
11
Properties=species:S:1:pos:R:3:forces:R:3:lowdin_charge:R:1
C -1.9999 2.0278 0.8023 0.7 -0.2 -0.3 0.016
C -1.1878 1.1080 0.6140 -0.3 0.1 0.3 -0.069
C -0.2447 0.1215 0.2641 0.2 -0.2 0.0 -0.300
C 0.9901 0.2666 -0.3361 0.0 0.0 0.1 -0.012
C 1.3974 -1.0573 -0.5793 0.1 -0.1 0.0 -0.152
N 0.5059 -1.9421 -0.1491 0.2 0.1 -0.1 0.040
N -0.4922 -1.2065 0.3364 -0.1 -0.1 0.0 0.019
H -1.4565 2.5270 -0.0626 -0.8 0.7 0.0 0.079
H 1.4867 1.1963 -0.5777 -0.1 -0.2 0.1 0.110
H 2.3072 -1.3976 -1.0523 -0.1 0.0 0.1 0.103
H -1.3061 -1.6437 0.7404 0.1 0.0 -0.1 0.167
```
Positions in Å, forces in eV/Å.

Summary:
Energy relative to the best compared isomer or geometry (same formula, charge and spin): 355.6 kJ/mol
Structure (SMILES): C#Cc1ccn[nH]1
Frontier orbital gap: 9.69 eV
HOMO energy: -9.43 eV
E_tot: -8225.8074 eV



# C5H4N2

An isolated molecule of C5H4N2 (wB97M-V/def2-TZVPD, the OMol25 dataset).

XYZ file:
```
11
Properties=species:S:1:pos:R:3:forces:R:3:lowdin_charge:R:1
C 2.7738 0.4106 -0.1231 -0.9 -0.2 -0.3 0.094
C 1.6353 0.2754 0.2541 0.4 0.0 -0.2 -0.066
C 0.2510 0.0542 0.3391 -0.2 0.0 0.0 -0.310
C -0.4582 -1.0758 -0.0125 -0.1 0.0 0.1 -0.017
C -1.7874 -0.6297 -0.0857 -0.2 0.0 0.0 -0.157
N -1.8951 0.6674 0.1889 0.0 -0.2 0.0 0.036
N -0.6498 1.0623 0.4383 0.0 0.1 0.1 0.014
H 3.2783 0.4497 -1.0536 1.2 0.2 0.1 0.034
H -0.0351 -2.0463 -0.2312 -0.2 0.2 0.1 0.109
H -2.6697 -1.2008 -0.3344 0.0 0.1 0.0 0.099
H -0.4431 2.0329 0.6201 -0.1 -0.2 0.0 0.163
```
Positions in Å, forces in eV/Å.

Summary:
Energy relative to the best compared isomer or geometry (same formula, charge and spin): 238.2 kJ/mol
Structure (SMILES): C#Cc1ccn[nH]1
Frontier orbital gap: 9.67 eV
HOMO energy: -9.12 eV
E_tot: -8227.0250 eV



# C5H4N2

An isolated molecule of C5H4N2 (wB97M-V/def2-TZVPD, the OMol25 dataset).

XYZ file:
```
11
Properties=species:S:1:pos:R:3:forces:R:3:lowdin_charge:R:1
C 2.7920 -0.4847 0.2992 -0.2 0.1 -0.1 0.113
C 1.6324 -0.2087 0.1328 0.3 -0.1 0.0 -0.107
C 0.2431 0.0686 -0.0290 -0.1 0.0 0.0 -0.253
C -0.8000 -0.7396 0.3766 0.0 0.0 0.0 -0.050
N -1.9332 -0.0923 0.0459 -0.1 -0.2 0.0 -0.034
N -1.7176 1.0824 -0.5624 0.2 -0.1 0.0 0.031
C -0.4022 1.1887 -0.6153 0.0 0.1 -0.1 -0.113
H 3.8202 -0.7379 0.4350 -0.2 0.1 0.0 0.024
H -0.7953 -1.7129 0.8423 0.0 0.1 0.0 0.127
H -2.8794 -0.4119 0.1712 0.1 0.1 0.0 0.151
H 0.0400 2.0482 -1.0963 0.1 0.0 0.1 0.111
```
Positions in Å, forces in eV/Å.

Summary:
Energy relative to the best compared isomer or geometry (same formula, charge and spin): 174.2 kJ/mol
Structure (SMILES): C#Cc1cn[nH]c1
Frontier orbital gap: 9.86 eV
HOMO energy: -8.92 eV
E_tot: -8227.6883 eV



# C5H4N2

A structure of composition C5H4N2 (wB97M-V/def2-TZVPD, the OMol25 dataset).

XYZ file:
```
11
Properties=species:S:1:pos:R:3:forces:R:3:lowdin_charge:R:1
C 2.9816 0.5125 0.1529 -0.7 -0.2 0.0 0.091
C 1.7375 0.2769 0.1624 0.4 0.1 0.2 -0.156
C 0.3204 0.0720 0.2019 -0.2 0.0 -0.1 -0.291
C -0.4084 -1.0524 -0.1217 0.0 0.0 0.0 -0.019
C -1.7423 -0.6096 -0.1277 -0.1 0.0 0.0 -0.151
N -1.8360 0.6780 0.1873 0.1 -0.2 0.0 0.040
N -0.5796 1.0750 0.3725 0.1 0.1 0.0 0.018
H 2.3173 0.0024 -0.8709 0.4 0.1 -0.1 0.090
H -0.0057 -2.0314 -0.3387 -0.1 0.1 0.0 0.110
H -2.6334 -1.1735 -0.3653 0.1 0.1 0.1 0.102
H -0.3854 2.0335 0.6206 0.0 -0.1 -0.1 0.166
```
Positions in Å, forces in eV/Å.

Summary:
Energy relative to the best compared isomer or geometry (same formula, charge and spin): 369.0 kJ/mol
Frontier orbital gap: 10.54 eV
HOMO energy: -9.86 eV
E_tot: -8225.6686 eV



# C5H4N2O

An isolated molecule of C5H4N2O (wB97M-V/def2-TZVPD, the OMol25 dataset).

XYZ file:
```
12
Properties=species:S:1:pos:R:3:forces:R:3:lowdin_charge:R:1
C -0.7074 1.7200 -0.2528 0.4 1.2 -2.1 0.000
C 0.8588 -0.1952 -0.5766 -3.2 0.6 0.0 -0.062
C 0.2334 -1.1375 0.2716 1.2 4.5 -2.7 -0.218
C 1.2660 -1.9387 0.4957 -1.7 -1.2 0.9 -0.327
C -0.9760 -1.1447 0.9191 -3.6 0.9 0.9 -0.190
H -0.5336 2.0302 0.8195 -0.4 -1.7 -0.8 0.109
H -0.6431 2.8087 -0.7071 -0.3 -2.5 0.2 0.117
H -1.5973 1.1042 -0.6779 1.2 1.6 1.7 0.128
H 1.6726 -0.4832 -1.2371 0.3 -0.1 0.7 0.158
N 2.0489 -2.7180 0.5716 5.0 -4.2 0.7 0.195
N -2.0811 -1.0514 1.2813 1.8 -0.3 -0.3 0.174
O 0.4588 1.0055 -0.9073 -0.5 1.3 0.8 -0.084
```
Positions in Å, forces in eV/Å.

Summary:
Energy relative to the best compared isomer or geometry (same formula, charge and spin): 292.2 kJ/mol
Structure (SMILES): COC=C(C#N)C#N
Frontier orbital gap: 9.20 eV
HOMO energy: -9.53 eV
E_tot: -10273.7336 eV



# C5H4N2O

An isolated molecule of C5H4N2O (wB97M-V/def2-TZVPD, the OMol25 dataset).

XYZ file:
```
12
Properties=species:S:1:pos:R:3:forces:R:3:lowdin_charge:R:1
C -0.0936 1.2572 0.0001 0.3 2.6 -0.4 -0.433
C 1.2503 -0.6702 -0.0343 0.5 0.1 1.0 -0.175
C -0.1921 -1.0420 0.0009 -0.1 0.4 -0.2 0.030
C -0.9763 0.0703 -0.0132 1.3 -2.3 0.2 -0.146
C -2.3891 0.0564 -0.0051 -4.1 0.7 0.0 -0.149
H 2.0575 1.3618 -0.0901 -0.9 -0.1 0.1 0.161
H 1.8552 -1.2004 -0.8009 -0.6 0.8 -0.2 0.136
H 1.7067 -1.0615 0.8948 -0.1 0.2 0.0 0.131
H -0.4150 -2.1076 0.0792 -0.5 0.5 -0.2 0.133
N 1.2144 0.7905 -0.0100 -0.1 -0.8 -0.4 0.081
N -3.5696 0.1099 -0.0245 3.8 -0.3 0.1 0.166
O -0.4485 2.4356 0.0032 0.6 -1.8 0.1 0.066
```
Positions in Å, forces in eV/Å.

Summary:
Energy relative to the best compared isomer or geometry (same formula, charge and spin): 0.0 kJ/mol
Structure (SMILES): N#CC1=CCNC1=O
Frontier orbital gap: 9.95 eV
HOMO energy: -10.23 eV
E_tot: -10276.7623 eV



# C5H4N2O

An isolated molecule of C5H4N2O (wB97M-V/def2-TZVPD, the OMol25 dataset).

XYZ file:
```
12
Properties=species:S:1:pos:R:3:forces:R:3:lowdin_charge:R:1
C -1.9953 0.4609 0.1119 -2.3 -0.8 -1.5 -0.005
C -0.4562 -0.8371 -0.2935 0.6 -4.3 2.2 -0.282
C 1.7705 -0.7570 0.0608 0.4 -2.3 0.6 -0.144
C 1.5836 0.5970 0.0459 2.3 3.4 -2.2 -0.159
C -0.5829 0.4268 -0.1239 3.5 8.2 0.7 -0.335
H -2.4323 1.0235 -0.8370 -0.2 -1.5 2.2 0.171
H -2.5285 0.4973 1.1108 1.0 1.0 -1.3 0.156
H 2.8254 -1.3199 0.3017 -2.9 1.7 -0.8 0.165
H 2.5377 1.1458 -0.1492 -0.9 0.1 0.9 0.110
N 0.6781 -1.5022 -0.0838 -1.1 -1.9 -0.6 0.155
N 0.4364 1.3195 -0.1240 0.2 -2.4 1.1 0.174
O -1.8365 -1.0546 -0.0198 -0.4 -1.3 -1.4 -0.007
```
Positions in Å, forces in eV/Å.

Summary:
Energy relative to the best compared isomer or geometry (same formula, charge and spin): 327.5 kJ/mol
Structure (SMILES): c1cnc2c(n1)CO2
Frontier orbital gap: 9.37 eV
HOMO energy: -9.37 eV
E_tot: -10273.3684 eV



Q: Look up the E_tot of the seventh one.
A: -8227.0250 eV